Formula: C17H25F3N3
Source: the OMol25 dataset
Level of theory: the ωB97M-V functional and the def2-TZVPD basis

Values from the calculation:
HOMO-LUMO gap = 5.31 eV
Electronic energy = -30650.1562 eV

```
! wB97M-V def2-TZVPD RIJCOSX def2/J DEFGRID3
* xyz 1 1
C -2.530 -0.196 2.701
N -1.542 0.825 2.894
C -2.072 2.150 3.127
C -1.038 3.051 3.756
C 0.289 2.941 3.048
N 0.664 1.559 2.868
C 2.059 1.349 2.602
C -0.248 0.601 2.487
C 0.130 -0.536 1.762
H -2.126 -1.170 2.991
H -3.388 0.021 3.349
H -2.876 -0.259 1.657
H -2.436 2.579 2.175
H -2.931 2.050 3.797
H -1.385 4.086 3.729
H -0.909 2.772 4.807
H 0.250 3.455 2.070
H 1.070 3.421 3.646
H 2.372 0.367 2.969
H 2.302 1.421 1.529
H 2.630 2.111 3.146
H 1.179 -0.814 1.776
H -0.647 -1.226 1.449
C 3.393 -2.582 -0.480
N 2.231 -2.318 -1.332
C 2.211 -2.998 -2.637
C 1.442 -1.291 -1.053
C 0.359 -0.904 -1.928
C -0.561 -1.845 -2.466
C -1.494 -1.446 -3.409
C -1.569 -0.102 -3.781
C -2.605 0.322 -4.781
F -2.985 1.624 -4.599
F -2.157 0.217 -6.075
F -3.732 -0.447 -4.694
C -0.690 0.845 -3.262
C 0.250 0.453 -2.319
H 3.923 -3.447 -0.880
H 4.062 -1.708 -0.477
H 3.095 -2.789 0.555
H 3.156 -3.542 -2.717
H 1.386 -3.718 -2.725
H 2.128 -2.267 -3.453
H 1.798 -0.602 -0.283
H -0.525 -2.894 -2.156
H -2.163 -2.170 -3.870
H -0.730 1.878 -3.602
H 0.963 1.176 -1.910
*
```

---

Formula: C17H25F3N4O3
Source: the OMol25 dataset
Level of theory: the ωB97M-V functional and the def2-TZVPD basis

Values from the calculation:
HOMO-LUMO gap = 9.44 eV
Electronic energy = -38291.7636 eV
Energy relative to the best compared isomer or geometry (same formula, charge and spin) = 19.1 kJ/mol
SMILES string = CCCNC(=O)[C@H](c1n[nH]cc1C)N1CC[C@@H](C(F)(F)F)C[C@H]1C(=O)OC

```
! wB97M-V def2-TZVPD RIJCOSX def2/J DEFGRID3
* xyz 0 1
C -2.596 3.131 -0.815
C -3.681 2.079 -0.628
C -3.395 0.804 -1.414
N -2.206 0.113 -0.932
C -1.034 0.164 -1.612
O -0.849 0.874 -2.584
C 0.117 -0.693 -1.051
C -0.088 -2.160 -1.283
N -1.289 -2.712 -1.360
N -1.050 -4.019 -1.519
C 0.273 -4.306 -1.554
C 0.944 -3.120 -1.393
C 2.415 -2.861 -1.357
N 0.512 -0.469 0.342
C -0.353 -1.000 1.387
C 0.423 -1.122 2.690
C 0.968 0.243 3.098
C 1.784 0.156 4.365
F 2.863 -0.638 4.228
F 2.233 1.365 4.754
F 1.060 -0.340 5.388
C 1.779 0.856 1.960
C 0.945 0.885 0.682
C 1.777 1.484 -0.442
O 2.887 1.123 -0.739
O 1.124 2.485 -1.032
C 1.748 3.033 -2.201
H -2.794 4.016 -0.209
H -1.614 2.744 -0.538
H -2.534 3.439 -1.860
H -3.786 1.828 0.432
H -4.647 2.475 -0.954
H -4.239 0.115 -1.351
H -3.232 1.043 -2.465
H -2.345 -0.703 -0.357
H 0.971 -0.399 -1.667
H -1.822 -4.652 -1.619
H 0.629 -5.314 -1.686
H 2.975 -3.792 -1.279
H 2.748 -2.345 -2.259
H 2.675 -2.227 -0.508
H -1.233 -0.356 1.551
H -0.710 -1.983 1.083
H -0.228 -1.519 3.471
H 1.251 -1.819 2.546
H 0.130 0.907 3.340
H 2.090 1.870 2.217
H 2.674 0.262 1.767
H 0.076 1.547 0.827
H 1.120 3.864 -2.504
H 2.758 3.367 -1.972
H 1.774 2.277 -2.983
*
```

---

Formula: C17H25FO8P
Source: the OMol25 dataset
Level of theory: the ωB97M-V functional and the def2-TZVPD basis

Values from the calculation:
HOMO-LUMO gap = 5.22 eV
Electronic energy = -46414.2405 eV

```
! wB97M-V def2-TZVPD RIJCOSX def2/J DEFGRID3
* xyz -1 1
O 2.689 0.352 -2.269
C 3.578 -0.393 -2.747
F 3.740 -0.301 -4.186
C 4.517 -1.364 -1.849
P 4.802 -3.074 -2.679
C 3.459 -3.959 -1.643
O 2.312 -3.153 -1.251
C 1.378 -2.958 -2.292
C 0.297 -1.841 -2.035
C -0.792 -1.439 -3.053
C -0.801 -2.197 -4.415
C 0.239 -3.334 -4.710
C 1.306 -3.699 -3.645
H 4.190 -1.397 -0.757
H 5.548 -0.834 -1.852
H 5.785 -3.373 -1.622
H 5.161 -4.371 -3.273
H 3.906 -2.797 -3.789
H 5.876 -2.467 -3.451
H 3.974 -4.281 -0.655
H 3.196 -4.942 -2.177
H 0.320 -1.294 -1.026
H -1.514 -0.605 -2.764
H -1.592 -1.875 -5.182
H 0.164 -3.828 -5.733
H 2.072 -4.504 -3.878
C -0.674 1.266 3.662
C -0.512 0.389 2.438
C -1.516 0.675 1.360
O -1.635 -0.583 0.707
C -1.326 -1.535 1.634
O -1.513 -2.707 1.489
O -0.781 -0.974 2.751
H 0.150 1.093 4.360
H -0.682 2.324 3.396
H -1.591 1.025 4.199
H 0.513 0.456 2.057
H -1.168 1.439 0.663
H -2.500 0.964 1.744
C -5.136 4.593 2.149
C -4.374 4.697 3.454
C -3.093 5.470 3.340
O -2.291 4.889 4.361
C -2.739 3.613 4.531
O -2.169 2.773 5.165
O -3.920 3.416 3.878
H -6.108 4.122 2.317
H -5.302 5.577 1.705
H -4.605 3.962 1.431
H -5.021 5.107 4.237
H -3.236 6.537 3.523
H -2.585 5.339 2.379
*
```

---

Formula: C17H25I3N2PTi
Source: the OMol25 dataset
Level of theory: the ωB97M-V functional and the def2-TZVPD basis

Values from the calculation:
HOMO-LUMO gap (spin up / spin down) = 7.34 / 6.70 eV
Electronic energy = -77715.7640 eV

```
! wB97M-V def2-TZVPD RIJCOSX def2/J DEFGRID3
* xyz 1 3
Ti 0.133 0.155 0.399
C 3.103 -0.675 0.498
N 2.166 0.297 -0.073
C 2.234 0.250 -1.542
C 2.554 1.654 0.380
C 1.472 2.635 -0.010
C 1.743 3.981 -0.211
C 0.753 4.808 -0.710
C -0.497 4.288 -0.996
C -0.790 2.960 -0.712
C 0.189 2.104 -0.216
H 4.139 -0.408 0.255
H 2.909 -1.675 0.103
H 3.013 -0.695 1.588
H 3.272 0.343 -1.887
H 1.657 1.080 -1.969
H 1.835 -0.705 -1.912
H 3.519 1.937 -0.067
H 2.682 1.640 1.471
H 2.721 4.387 0.009
H 0.958 5.851 -0.891
H -1.249 4.922 -1.440
H -1.801 2.605 -0.895
I -5.231 1.402 2.328
C -3.988 0.623 0.811
C -4.516 0.215 -0.413
C -3.617 -0.207 -1.391
C -2.268 -0.254 -1.111
N -1.760 0.083 0.101
C -2.627 0.550 1.026
H -5.575 0.236 -0.595
H -3.972 -0.490 -2.371
H -1.541 -0.564 -1.866
H -2.209 0.898 1.964
C 0.448 -3.101 1.633
P 0.081 -2.471 -0.054
C -1.556 -3.289 -0.285
C 1.092 -3.600 -1.114
H 0.565 -4.185 1.605
H -0.387 -2.845 2.290
H 1.351 -2.655 2.047
H -1.493 -4.322 0.063
H -1.843 -3.291 -1.336
H -2.325 -2.769 0.288
H 0.852 -4.636 -0.872
H 2.163 -3.456 -0.985
H 0.846 -3.419 -2.162
I 0.412 0.361 3.077
I 0.386 -0.552 6.150
*
```

---

Question: Among the records above, which one has the highest electronic energy?
Answer: C17H25F3N3